Entry from the OMol25 dataset: an isolated ion of composition C2H7N4O and charge +1 in a non-equilibrium geometry (ωB97M-V with the def2-TZVPD basis set).

HOMO-LUMO gap (spin up / spin down) in eV: 6.1 / 6.1
Spin multiplicity: 1
Molecular weight in g/mol: 103.1
Net charge: +1
Energy above the lowest of the compared OMol25 structures with the same formula, charge and spin in kcal/mol: 155.8
HOMO energy (spin up / spin down) in Eh: -0.4518 / -0.4518
Energy in Ha: -374.201355

Cartesian coordinates (Å):
1 C -1.2819 -0.0189 -0.0709
2 C -1.2998 1.3324 0.0427
3 N -0.0724 -0.7294 -0.3154
4 N 2.0496 -0.5444 0.2477
5 N 3.1350 0.1157 0.0796
6 N -2.2925 -0.8680 0.2011
7 O 1.0170 -0.0245 -0.3967
8 H -0.4309 1.9143 0.0503
9 H -2.2430 1.7377 0.0173
10 H 0.1069 -1.6955 0.1405
11 H 3.2950 0.8690 -0.5131
12 H 3.9141 -0.1887 0.5054
13 H -3.1763 -0.3616 0.4150
14 H -2.7208 -1.5382 -0.4035